Entry 1:
Entry from OMol25: a cluster of 2 separate species, C7H14ClNSi in total at a distorted geometry (ωB97M-V/def2-TZVPD).

Calculated values
* total charge: 0
* E: -29371.561 eV
* lowest unoccupied orbital energy: 0.7 eV
* ΔE to the lowest compared entry with this formula, charge and spin: 2.814 eV
* Kohn-Sham gap: 8.42 eV
* HOMO: -7.732 eV

Bonds (Å) are listed after each position.
Cartesian coordinates (Å):
1 C 1.700 -0.880 -0.909  H5 1.153, H8 1.079, H9 1.032, N13 1.438
2 H -1.377 1.892 1.962  C7 1.154
3 C -1.545 1.773 -1.934  H11 1.149, C19 1.308, H20 1.078
4 Cl -3.731 -0.044 0.327  C23 1.755
5 H 2.011 -1.627 -1.731  C1 1.153
6 H 1.167 -3.254 0.610  C21 1.140
7 C -0.290 1.893 1.575  H2 1.154, C10 1.302
8 H 1.476 0.158 -1.104  C1 1.079
9 H 2.472 -0.762 -0.234  C1 1.032
10 C 0.461 2.938 1.376  C7 1.302, H16 1.080, H24 1.088
11 H -1.321 2.563 -1.130  C3 1.149
12 H 1.452 -1.920 1.476  C21 1.063
13 N 0.505 -1.290 -0.225  C1 1.438, Si14 1.704, C21 1.424
14 Si -0.817 -0.223 -0.088  N13 1.704, C19 1.881, C23 1.923
15 H -0.172 -2.559 1.286  C21 1.022
16 H 1.411 2.830 0.875  C10 1.080
17 H -1.181 -0.085 -2.686  C19 1.099
18 H -1.973 -0.995 1.790  C23 1.146
19 C -1.253 0.510 -1.764  C3 1.308, Si14 1.881, H17 1.099
20 H -1.684 2.004 -2.979  C3 1.078
21 C 0.681 -2.244 0.819  H6 1.140, H12 1.063, N13 1.424, H15 1.022
22 H -2.477 -2.043 0.413  C23 1.034
23 C -2.353 -1.061 0.710  Cl4 1.755, Si14 1.923, H18 1.146, H22 1.034
24 H 0.163 3.897 1.795  C10 1.088

Entry 2:
Entry from OMol25: a cluster of 2 separate species, C7H14F3N3O2P in total at a distorted geometry (ωB97M-V/def2-TZVPD).

Calculated values
* total charge: +1
* E: -33485.071 eV
* lowest unoccupied orbital energy: -3.7 eV
* ΔE to the lowest compared entry with this formula, charge and spin: 0.413 eV
* Kohn-Sham gap: 8.90 eV
* HOMO: -12.610 eV

Bonds (Å) are listed after each position.
Cartesian coordinates (Å):
1 C 0.603 -1.253 1.558  H2 1.095, H4 1.092, C12 1.534, C16 1.502
2 H 0.730 -1.837 0.641  C1 1.095
3 C -0.872 0.859 1.939  H15 1.077, C16 1.340, N27 1.382
4 H 1.591 -0.942 1.904  C1 1.092
5 H -0.685 -1.701 3.315  C12 1.094
6 N -0.445 0.267 -0.124  C10 1.328, C16 1.380, H29 1.012
7 C 2.088 0.957 -4.043  H11 1.091, O18 1.431, H21 1.091, H23 1.088
8 O -0.816 -3.192 1.942  C12 1.413, H28 0.961
9 N -1.089 3.683 -1.706  P14 1.566, H20 1.015
10 C -1.176 1.373 -0.189  N6 1.328, P14 1.851, N27 1.308
11 H 2.429 1.818 -4.619  C7 1.091
12 C -0.043 -2.196 2.581  C1 1.534, H5 1.094, O8 1.413, C24 1.549
13 H 0.535 0.600 -5.163  O18 0.962
14 P -1.659 2.226 -1.760  N9 1.566, C10 1.851, H25 1.418, H26 1.416
15 H -0.898 0.915 3.013  C3 1.077
16 C -0.238 -0.061 1.200  C1 1.502, C3 1.340, N6 1.380
17 H -1.989 2.566 1.243  N27 1.013
18 O 0.683 0.760 -4.227  C7 1.431, H13 0.962
19 F 1.590 -2.145 4.287  C24 1.343
20 H -1.831 4.369 -1.809  N9 1.015
21 H 2.639 0.067 -4.353  C7 1.091
22 F 2.108 -3.226 2.481  C24 1.340
23 H 2.272 1.141 -2.987  C7 1.088
24 C 1.102 -2.935 3.317  C12 1.549, F19 1.343, F22 1.340, F30 1.321
25 H -1.062 1.520 -2.836  P14 1.418
26 H -3.063 2.217 -1.940  P14 1.416
27 N -1.450 1.734 1.038  C3 1.382, C10 1.308, H17 1.013
28 H -1.687 -3.249 2.344  O8 0.961
29 H -0.065 -0.261 -0.899  N6 1.012
30 F 0.700 -4.073 3.854  C24 1.321

Q: total charge of number 2 (C7H14F3N3O2P)?
A: +1